A structure of composition C62H87As3GeN3SbSc at a distorted geometry. Source: the Open Molecules 2025 dataset; level of theory: ωB97M-V/def2-TZVPD.

Atoms and positions in Å:
Sb1 0.72 3.12 -1.84
As1 -5.34 -3.22 5.03
As2 -0.63 -1.10 3.02
As3 -4.05 0.63 2.04
Ge1 2.26 -2.07 -1.63
Sc1 -0.06 0.42 0.37
N1 -0.45 2.33 1.52
N2 -1.53 -0.56 -0.46
N3 1.75 0.78 1.79
C1 0.15 -3.01 -5.17
C2 2.02 -4.57 0.00
C3 0.09 3.51 3.59
C4 -0.51 -1.65 4.93
C5 0.12 1.62 -4.41
C6 4.03 -3.34 0.38
C7 2.54 1.45 -3.76
C8 1.50 -3.07 -3.16
C9 0.82 -2.28 2.44
C10 1.30 -0.49 -1.10
C11 -1.00 4.39 3.35
C12 -4.92 -4.81 6.13
C13 -1.77 4.22 2.20
C14 6.06 -0.18 -2.19
C15 4.09 -1.58 -2.30
C16 -3.50 -2.31 2.87
C17 -2.04 -2.32 2.35
C18 2.33 1.83 3.92
C19 1.34 2.39 -3.90
C20 -2.77 -2.94 -2.99
C21 3.74 0.15 2.94
C22 -0.37 5.07 -2.29
C23 1.12 -5.09 -4.46
C24 6.68 -0.96 -3.16
C25 -2.10 -1.05 -1.58
C26 2.45 -5.56 0.87
C27 -1.46 -3.41 -0.93
C28 1.48 1.67 2.79
C29 -2.14 -2.45 -1.86
C30 -4.36 -2.93 1.76
C31 0.34 -4.38 -5.36
C32 4.72 -2.35 -3.27
C33 2.65 3.88 -0.96
C34 1.70 -4.44 -3.37
C35 -1.81 4.65 -2.62
C36 1.71 3.47 -4.92
C37 -3.41 -2.10 -3.90
C38 4.77 -0.49 -1.77
C39 -0.39 5.89 -1.00
C40 2.80 -3.45 -0.27
C41 -4.96 -1.91 6.45
C42 -4.05 -0.92 3.27
C43 0.93 3.63 4.72
C44 3.47 1.01 3.98
C45 2.35 4.43 0.44
C46 3.34 4.95 -1.80
C47 -3.58 -3.19 4.13
C48 2.86 0.08 1.86
C49 -2.77 -0.20 -2.53
C50 4.47 -4.32 1.26
C51 -5.18 1.67 3.31
C52 6.01 -2.04 -3.70
C53 -2.79 1.29 -2.32
C54 0.32 2.50 2.63
C55 3.57 2.67 -0.79
C56 -3.40 -0.74 -3.64
C57 0.72 -2.38 -4.09
C58 -1.48 3.20 1.33
C59 3.69 -5.44 1.50
C60 2.02 2.80 4.89
C61 -5.59 0.13 0.90
C62 0.17 5.93 -3.42
H1 -5.66 -4.93 6.92
H2 -1.30 -1.19 5.53
H3 -5.09 -1.07 3.58
H4 3.03 1.84 -0.33
H5 2.15 2.99 -5.80
H6 -5.53 -2.16 7.34
H7 4.29 0.13 -1.02
H8 0.57 6.39 -0.83
H9 -2.84 -2.86 4.86
H10 -1.17 -4.32 -1.46
H11 2.65 0.85 -4.67
H12 0.45 -1.30 5.32
H13 5.43 -4.22 1.75
H14 -0.47 -2.45 -5.86
H15 1.84 -6.43 1.05
H16 -2.42 5.54 -2.81
H17 -4.95 -5.71 5.51
H18 -1.84 4.03 -3.51
H19 1.76 -2.00 2.91
H20 -2.26 4.10 -1.80
H21 4.41 2.94 -0.14
H22 -0.12 -4.89 -6.20
H23 -3.91 -0.07 -4.33
H24 -6.07 1.11 3.62
H25 0.83 4.02 -5.26
H26 -2.03 -2.03 1.30
H27 3.05 -0.57 1.01
H28 -0.06 5.50 -4.39
H29 1.25 6.08 -3.35
H30 -3.49 -0.58 4.14
H31 2.43 0.76 -2.92
H32 -2.38 1.51 -1.34
H33 4.20 -3.19 -3.70
H34 0.94 -2.20 1.36
H35 4.62 -0.48 2.96
H36 1.06 -4.68 -0.48
H37 -5.41 -2.93 2.04
H38 0.36 1.11 -5.35
H39 -3.89 -2.50 -4.78
H40 3.57 4.59 -2.80
H41 -3.80 1.70 -2.40
H42 6.58 0.67 -1.77
H43 -2.59 4.89 1.97
H44 -0.58 -2.93 -0.50
H45 -0.72 2.29 -4.59
H46 -2.12 -3.71 -0.10
H47 3.46 2.02 -3.63
H48 -1.16 6.68 -1.08
H49 2.31 -5.00 -2.67
H50 0.78 -0.23 -2.04
H51 6.48 -2.65 -4.46
H52 0.72 4.40 5.44
H53 0.56 -1.32 -3.95
H54 -1.67 -3.34 2.43
H55 -2.76 -4.01 -3.17
H56 1.90 3.66 1.06
H57 -1.20 5.20 4.05
H58 -5.50 2.59 2.83
H59 -0.21 0.86 -3.69
H60 2.66 2.91 5.76
H61 0.59 -3.32 2.69
H62 -4.60 1.94 4.19
H63 1.27 -6.15 -4.59
H64 3.98 2.33 -1.74
H65 4.28 5.25 -1.33
H66 -3.90 -1.90 6.70
H67 -0.56 -2.73 5.03
H68 -2.06 3.05 0.42
H69 2.72 5.85 -1.89
H70 2.43 4.18 -4.53
H71 -4.06 -3.96 1.57
H72 7.68 -0.71 -3.50
H73 -2.17 1.79 -3.08
H74 -3.93 -4.73 6.58
H75 -6.26 -0.56 1.42
H76 4.03 -6.22 2.17
H77 -6.14 1.03 0.64
H78 3.29 4.73 0.92
H79 -0.63 5.28 -0.13
H80 -4.24 -2.37 0.83
H81 4.13 1.08 4.84
H82 4.66 -2.48 0.19
H83 -5.23 -0.33 -0.02
H84 1.69 5.29 0.42
H85 -3.33 -4.22 3.85
H86 -5.25 -0.91 6.13
H87 -0.31 6.92 -3.38

Computed properties:
- LUMO (spin up / spin down) (eV) = 2.18 / 2.11
- total energy (a.u.) = -12364.16487
- charge = -1